The following is a DFT calculation (ωB97M-V/def2-TZVPD) of a molecular structure, C35H31F2N6OPtS2 in a non-equilibrium geometry.

The expectation value of S² is 0.809. The calculation puts the LUMO energy (alpha / beta) at -0.16 / -0.65 eV. The HOMO-LUMO gap (alpha / beta) comes out at 5.97 / 5.50 eV. The value obtained for the highest occupied orbital energy (alpha / beta) is -0.225 / -0.226 Eh. Its total energy is -78136.0728 eV. The energy above the lowest of the compared OMol25 structures with the same formula, charge and spin comes out at 35.9 kcal/mol.

Geometry as ORCA input:
```
! RIJCOSX wB97M-V def2-TZVPD def2/J DEFGRID3
* xyz 0 2
Pt -0.1954 1.0011 0.4913
F -3.2428 5.2384 1.9755
C -2.4210 4.6575 1.0672
C -1.9181 3.3966 1.3184
C -1.1025 2.8126 0.3564
C -0.7819 3.5206 -0.8066
C -1.3182 4.7790 -0.9969
F -1.0366 5.4749 -2.1204
C -2.1514 5.3783 -0.0778
C 0.0908 2.8107 -1.7486
C 0.8509 3.3852 -2.7596
C 1.6584 2.5777 -3.5394
C 1.6681 1.2103 -3.3318
C 0.8985 0.7102 -2.3043
N 0.1434 1.4833 -1.5185
H -2.1531 2.8833 2.2431
H -2.5618 6.3633 -0.2490
H 0.8174 4.4515 -2.9119
H 2.2810 3.0180 -4.3100
H 2.2829 0.5416 -3.9187
H 0.8780 -0.3430 -2.0837
C 2.3335 -0.4406 0.0851
C 2.7113 -1.4264 -0.6301
C 3.4162 -2.2747 -1.3603
C 2.7399 -3.4291 -2.0368
C 1.4106 -3.3565 -2.4574
C 0.7779 -4.4301 -3.0687
C 1.4621 -5.6203 -3.2757
C 2.7770 -5.7203 -2.8423
C 3.4028 -4.6408 -2.2298
C 4.8940 -2.0388 -1.5088
C 5.6196 -1.3476 -0.5372
C 6.9693 -1.0680 -0.7066
C 7.6379 -1.4706 -1.8559
C 6.9310 -2.1542 -2.8340
C 5.5788 -2.4346 -2.6620
H 0.8607 -2.4409 -2.2842
H -0.2539 -4.3350 -3.3901
H 0.9762 -6.4587 -3.7610
H 3.3210 -6.6500 -2.9744
H 4.4232 -4.7421 -1.8794
H 5.1140 -1.0257 0.3660
H 7.5018 -0.5288 0.0693
H 8.6935 -1.2583 -1.9841
H 7.4303 -2.4683 -3.7448
H 5.0419 -2.9528 -3.4483
C -1.6540 -1.2344 4.7962
N -1.8554 -1.5254 3.3730
C -2.4374 -2.6697 2.9505
C -2.5522 -2.9773 1.6515
C -1.9946 -2.0356 0.7226
N -1.3978 -0.9547 1.1333
C -1.3474 -0.6351 2.4395
O -0.8376 0.4439 2.7741
N -2.0388 -2.2431 -0.6055
H -2.3053 -1.8821 5.3785
H -1.8904 -0.1928 4.9923
H -0.6157 -1.4016 5.0746
H -2.8161 -3.3170 3.7323
H -3.0481 -3.8815 1.3313
H -2.7061 -2.9026 -0.9662
H -1.8659 -1.4268 -1.1738
S 2.2652 1.6195 1.9399
C 1.8194 0.4845 0.8613
C -4.2683 2.6816 4.5561
N -4.2568 1.6198 3.5679
C -4.6543 1.7350 2.2758
S -4.4999 0.4475 1.1989
N -5.1594 2.9307 1.9397
C -5.5754 3.2792 0.5907
H -3.8050 2.3067 5.4646
H -5.2875 2.9880 4.8030
H -3.7020 3.5562 4.2296
H -3.7807 0.7604 3.7703
H -5.1589 3.6633 2.6269
H -4.8187 2.9700 -0.1277
H -5.6975 4.3603 0.5484
H -6.5149 2.7953 0.3274
*
```